(1)
ORCA calculation (ωB97M-V with the def2-TZVPD basis set) on a 9-piece molecular cluster, C16H39BF4N3O5 overall.

Structure (XYZ):
```
68
Properties=species:S:1:pos:R:3:forces:R:3:mulliken_charge:R:1
N 1.480 0.218 -6.261 -0.0795 0.5429 -2.2838 -0.491
H -1.265 1.489 3.034 -0.4349 -1.7170 1.3869 0.249
B 0.004 0.068 -0.222 -0.9820 0.2950 -2.9001 0.727
O 1.262 2.807 0.943 1.8644 -6.0897 1.1089 -0.635
C -0.975 2.241 3.751 4.7002 1.1494 -2.9195 -0.438
O -1.930 0.461 -3.455 -0.9296 0.6578 -0.9449 -0.558
H 0.462 1.454 5.092 0.5418 -0.6021 1.2873 0.414
C 0.959 4.968 0.294 -5.7063 -0.2720 -3.7421 -1.339
H 3.438 -0.745 -0.701 3.0364 -0.5533 -0.5513 0.007
H 0.592 5.694 -0.548 0.6985 -1.2994 1.3492 0.310
H 1.712 -2.980 4.417 -1.6311 0.2087 5.1340 0.537
H -4.634 -2.115 1.291 -0.0236 0.2429 1.0133 0.253
H -1.470 2.636 -3.696 -1.0178 -1.8677 -0.6060 0.208
H 0.329 -4.393 -0.218 0.2795 0.1351 0.6243 0.092
O -0.902 3.283 2.770 0.0972 0.8789 -0.5070 -0.535
H 1.995 0.231 -2.874 -2.2180 -1.8877 -2.6107 -0.271
H -1.607 2.724 4.347 -3.0805 0.2887 3.4479 0.447
H 5.181 -0.149 -0.461 0.7905 1.6787 1.9673 0.346
H -0.153 -3.950 -1.838 -0.5000 -0.9115 0.5882 0.185
H 0.955 -1.828 0.785 0.4848 -0.6136 -0.0544 0.195
C 1.500 -0.600 -3.673 -0.9463 3.9955 -1.0484 -0.190
N -0.704 -7.158 -1.527 0.2585 0.7639 0.4542 -0.413
N 4.571 0.697 -3.341 -0.1896 -1.7622 3.1171 -0.448
H -3.989 1.945 -3.203 0.9967 -0.0839 -1.9223 0.210
H 2.948 -2.205 3.487 -0.2989 -2.2463 0.2048 0.277
H 0.876 3.290 4.782 -1.1550 -2.9484 -1.2229 0.227
H 0.284 5.142 1.140 0.1726 -0.3007 -0.1052 0.266
C 2.095 -2.981 3.516 1.2765 5.0796 -2.8285 -1.521
H -0.147 3.198 -0.490 -0.0127 0.5989 0.8001 0.071
C -2.907 -1.207 2.239 -6.6487 -2.4864 -12.6524 -0.455
C -3.600 1.873 -4.312 4.0261 4.6877 4.4126 -1.119
C -0.443 -4.559 -0.942 -2.2493 -0.1097 -0.0305 -0.086
F 1.309 0.218 0.170 1.3072 -0.0007 0.8414 -0.097
H 1.876 5.199 0.530 5.0385 1.3137 1.3488 0.433
H 0.463 -0.993 -3.491 1.4592 0.2347 0.4797 0.205
H -1.156 0.504 -2.953 1.9117 -0.2675 1.7310 0.240
H -2.474 -1.074 3.001 6.2494 0.8081 11.1369 0.714
C -4.354 -1.894 2.350 2.0251 0.4171 -0.0068 -1.084
H -1.732 -1.512 0.619 -0.6603 -0.7020 1.0404 0.275
H 5.228 -1.637 -1.108 -1.4166 0.2983 -0.6529 0.356
C 0.878 3.490 -0.143 -1.6489 0.6281 -3.5623 0.144
C 1.446 -0.135 -5.187 0.1793 -0.3467 4.9593 0.005
H 1.428 1.749 0.624 -0.6444 4.1034 1.5087 0.344
H -3.766 2.867 -4.718 -0.3455 0.1584 -0.2843 0.351
F -0.910 0.646 0.601 -0.1955 -0.0326 0.6759 -0.472
O 1.575 -2.355 1.317 0.1457 0.3018 -0.1841 -0.574
H 1.281 1.824 3.581 -1.0783 0.7166 0.7121 0.219
C 0.519 2.197 4.339 -0.4527 1.3596 -0.4064 -0.900
C 4.543 0.083 -2.334 0.7048 0.8103 -2.8562 0.314
H -0.166 2.880 2.323 0.8153 0.9675 -1.8691 0.380
F -0.255 -1.328 -0.408 0.0346 0.6043 -0.0506 -0.515
H 1.366 3.070 -1.121 0.3679 1.5695 1.4691 0.242
H -2.784 -0.247 1.722 -1.5160 0.4083 0.3864 0.128
C -0.548 -6.056 -1.216 -0.2944 1.2482 -0.5352 0.068
C 1.112 -2.213 2.666 -3.9426 -1.4494 -2.7349 0.786
H 2.178 -3.986 3.285 0.8517 -1.6451 -1.3460 0.364
H 0.801 -1.138 2.748 1.2459 -0.5478 1.1971 -0.205
H 2.295 -1.236 -3.774 1.5120 -2.6088 0.3355 0.653
H -1.509 1.464 -5.037 2.1217 -0.3824 -4.7339 0.442
C -1.959 1.697 -4.199 -5.1382 0.4784 4.6645 -0.275
H -4.221 1.221 -4.723 -1.7962 -3.4116 -2.3725 0.402
H -4.961 -1.069 2.771 -0.4460 -1.1726 0.2054 0.368
H 0.005 -2.676 2.603 2.1359 0.3910 0.8091 0.023
H -4.247 -2.927 2.918 -0.4848 2.4350 -0.8348 0.244
H -1.489 -4.149 -0.509 2.5083 -1.0053 -0.9997 0.146
C 4.590 -0.716 -1.085 -2.8721 -0.4768 -0.9067 -0.554
F -0.061 0.721 -1.528 -0.0502 -0.4792 0.9611 -0.183
O -2.246 -2.051 1.271 1.2486 -0.1758 -0.0924 -0.508
```
Forces are in eV/Å.

2S+1 ... 1
ΔE to the lowest compared entry with this formula, charge and spin ... 62.4 kcal/mol
HOMO energy ... -7.013 eV
HOMO-LUMO gap ... 9.511 eV
Charge ... -1
Electronic energy ... -1597.78183 a.u.
LUMO ... 2.5 eV

(2)
ORCA calculation (ωB97M-V with the def2-TZVPD basis set) on C16H39CdO12 as an isolated structure.

Structure (XYZ):
```
68
Properties=species:S:1:pos:R:3:forces:R:3:mulliken_charge:R:1
Cd -11.510 3.861 23.274 -0.7627 -1.3986 -0.5123 1.076
H -15.143 8.056 19.034 -0.0215 -0.0934 -0.1496 0.461
H -18.491 3.150 20.752 0.0838 0.3959 0.0226 -0.274
H -14.730 1.513 22.551 -0.2241 -0.3269 -0.4110 0.334
H -15.538 3.413 27.064 -0.1890 -0.3797 -0.5110 0.320
H -12.391 -1.010 24.657 0.0370 0.1579 -0.2870 0.254
O -21.185 2.716 18.782 -0.0059 0.1414 -0.1311 -0.536
H -12.550 1.305 24.215 0.1336 -0.0202 -0.0439 0.172
C -15.023 7.366 21.060 -0.3855 0.4279 -0.8891 -0.013
H -15.850 2.768 20.742 -0.0920 0.0513 -0.0719 0.013
H -17.136 3.900 17.422 0.7318 0.5415 1.0176 0.045
H -19.036 4.193 19.346 -0.1549 0.1233 0.2881 0.406
H -16.193 6.681 19.385 0.0449 0.0054 -0.1424 0.255
O -13.137 5.211 16.513 0.3707 0.7727 -0.0776 -0.514
H -16.707 3.528 15.906 0.9274 0.0054 -0.4746 0.245
H -15.396 5.516 24.844 0.3306 -0.1321 0.0477 0.344
O -12.872 5.459 23.096 -1.1513 0.4589 0.2385 -0.683
H -13.682 4.903 23.091 0.3176 0.1078 0.0185 0.649
H -20.768 2.806 20.788 -0.6019 0.5779 -0.5572 0.202
C -18.888 1.753 25.387 0.7509 -0.7587 0.2265 0.514
C -13.560 -0.057 26.168 -0.3889 0.1955 -0.0927 -0.924
H -13.600 1.659 21.121 0.0676 -0.6306 0.3648 0.342
H -13.508 0.682 26.969 0.2520 -0.0876 0.0777 0.233
H -14.438 6.451 19.139 -0.0241 -0.1664 0.1814 0.272
H -16.054 3.917 24.419 0.2646 -0.1083 -0.0107 -0.215
H -14.375 3.765 20.476 -0.0730 -0.1570 -0.2119 0.351
C -14.123 2.173 21.930 0.4413 0.5035 -0.5698 -0.456
C -18.971 3.199 19.777 0.0785 -2.1191 -0.8679 -0.201
H -13.427 4.632 27.359 -0.0671 -0.1721 0.1618 0.295
H -20.722 2.596 17.946 -0.0318 -0.1134 0.0279 0.326
H -15.359 1.752 16.848 0.2340 0.0571 -0.1921 0.350
H -11.474 -0.574 26.051 0.1610 0.3154 0.0557 0.318
H -15.541 8.296 21.313 -0.0452 -0.0913 0.1054 0.297
H -13.272 8.228 20.881 0.0654 -0.0042 0.0709 0.309
H -15.492 6.585 21.660 0.4782 -0.1536 0.1387 0.160
O -18.771 3.001 24.861 -0.0334 -0.5221 -0.3043 -0.343
C -14.954 3.941 26.304 0.2269 0.3872 0.5680 0.164
O -14.263 4.961 27.027 0.1515 0.6996 -0.2828 -0.568
H -13.893 -1.008 26.586 0.2902 -0.0492 0.1305 0.381
O -11.816 0.996 24.774 -0.2526 0.4409 -0.2819 -0.466
H -19.276 3.509 22.925 -0.0675 0.0099 0.2008 0.329
O -18.594 0.783 24.451 -0.4261 0.6511 -0.0701 -0.362
O -13.214 2.711 22.878 0.6745 0.6119 0.6324 -0.434
C -14.978 3.219 21.206 0.6911 0.4379 1.0299 -0.150
H -18.379 2.549 19.116 0.4766 0.5219 -0.0860 0.236
H -14.196 3.271 25.881 -0.3495 -0.1731 -0.2446 -0.137
O -19.130 1.493 26.508 -0.1230 0.2704 0.5800 -0.492
C -14.060 4.522 16.763 0.1573 -0.1071 0.0457 0.702
H -19.968 1.290 22.977 0.0630 -0.3753 0.1059 0.251
H -16.823 4.893 25.596 0.1411 -0.0410 0.4002 0.457
H -14.407 0.252 25.545 0.2143 0.0808 -0.2949 0.209
C -15.233 2.712 17.344 -0.5443 -1.0959 0.9177 0.143
C -18.901 1.383 23.206 -0.5020 0.4541 -0.5744 -0.273
H -15.357 2.533 18.414 0.0416 0.0235 0.0309 -0.194
H -20.298 1.403 20.135 0.8664 -0.2087 -0.8624 0.276
C -15.833 4.598 25.244 -0.3874 -0.1130 -0.1827 -0.657
H -15.273 3.967 21.950 -0.4927 -0.0601 -0.0804 -0.357
O -13.925 3.238 17.139 -0.8859 -0.2877 -0.2351 -0.366
C -15.202 7.102 19.562 -0.1683 0.3364 0.3445 -1.150
C -18.595 2.848 23.462 -0.0406 0.2586 -1.1076 0.536
H -18.325 0.978 22.375 0.1100 -0.2409 0.2681 0.348
C -12.258 -0.211 25.390 -0.4615 -0.5789 0.4897 -0.194
C -20.311 2.464 19.844 -0.6833 0.6637 2.1439 -0.440
H -17.590 3.070 23.092 0.2280 0.2396 0.6482 -0.522
O -15.354 4.902 16.740 -0.7450 0.2662 -0.0122 -0.370
C -16.213 3.761 16.857 -0.3112 -0.1776 -0.9857 0.016
O -13.641 7.505 21.397 0.0331 -0.4944 0.6043 -0.597
H -13.148 6.333 22.734 0.5565 0.2457 -0.3756 0.298
```
Forces are in eV/Å.

2S+1 ... 1
HOMO energy ... -12.738 eV
HOMO-LUMO gap ... 5.969 eV
Charge ... +1
Electronic energy ... -1703.26575 a.u.
LUMO ... -6.8 eV